# C5H9AgO3

A structure of composition C5H9AgO3 (the ωB97M-V functional and the def2-TZVPD basis, the Open Molecules 2025 dataset).

The geometry in XYZ format:
```
18
Properties=species:S:1:pos:R:3:lowdin_spin:R:1
O 2.4065 0.0456 0.0660 0.52
C 1.1103 -0.3352 0.2843 0.11
C 0.8675 -1.8521 0.3976 0.07
O -0.2229 -1.8194 -0.5369 0.02
C 0.1490 -0.5483 -1.0626 0.15
C -0.9462 0.4484 -1.1665 0.02
O -0.6377 1.3904 -0.0175 0.02
C -1.5838 1.3439 1.0190 0.00
Ag 3.4215 1.5063 -0.3843 0.07
H 0.7306 0.1241 1.2141 0.00
H 0.5440 -2.2307 1.3772 0.01
H 1.7222 -2.4288 0.0073 0.00
H 0.7582 -0.6024 -1.9789 0.00
H -0.8978 0.9594 -2.1440 0.00
H -1.9289 -0.0213 -0.9830 0.00
H -1.3140 2.1130 1.7522 0.00
H -2.6013 1.5502 0.6441 0.00
H -1.5772 0.3567 1.5118 0.00
```

energy above the lowest of the compared OMol25 structures with the same formula, charge and spin	304.9	kJ/mol
multiplicity	2
⟨S²⟩	0.758
charge	+1
total energy	-568.13036	Eh


# C5H6N2

The molecule C5H6N2 (the ωB97M-V functional and the def2-TZVPD basis, the Open Molecules 2025 dataset).

The geometry in XYZ format:
```
13
Properties=species:S:1:pos:R:3:nbo_charge:R:1
C -2.0433 -0.0214 0.4941 0.06
N -2.4729 -0.3606 -0.6357 -0.31
C -1.1148 -0.8858 -0.1950 -0.14
C 0.1385 -0.3227 -0.8351 -0.46
C 1.1965 -0.0754 0.2230 -0.13
C 1.8030 1.2167 0.4619 0.06
N 0.8803 0.9784 1.2771 -0.32
H -2.3203 0.6085 1.3308 0.22
H -1.0802 -1.9452 0.0679 0.18
H -0.1184 0.6168 -1.3393 0.22
H 0.5248 -1.0090 -1.5996 0.22
H 1.6870 -0.9704 0.6110 0.18
H 2.5091 2.0089 0.2394 0.21
```

energy above the lowest of the compared OMol25 structures with the same formula, charge and spin	397.8	kJ/mol
multiplicity	1
total energy	-303.48456	Eh